The following is a DFT calculation (the ωB97M-V functional and the def2-TZVPD basis) of a structure of composition C5H14AuClFeO at a distorted geometry.

Atoms and positions in Å:
Au: -0.2857 0.8583 1.2866
Cl: -1.3058 4.1112 0.0469
C: -2.1299 0.0403 1.2142
H: -2.5179 -0.6366 1.9600
H: -2.4479 -0.3351 0.2644
H: -2.6632 1.0645 1.3775
Fe: 0.5521 -0.2540 -1.5342
C: 2.3267 0.6026 -2.1175
C: -0.7173 -0.2528 -3.0433
C: 1.0267 -2.0036 -1.7092
H: -1.1912 -1.2974 -3.0642
H: -1.4461 0.5275 -2.9444
H: -0.1124 -0.1148 -4.0358
H: 3.1509 -0.0904 -1.7587
H: 2.3439 0.6717 -3.2616
H: 2.4226 1.6160 -1.6771
H: 0.0382 -2.3467 -1.1991
H: 1.7128 -1.9669 -0.7318
C: 0.2698 -0.0904 4.1900
O: -0.4804 0.6828 3.3539
H: -0.2616 0.0287 5.1501
H: 1.3605 0.3689 4.3045
H: 0.3553 -1.1838 3.9287

Forces on atoms 1 to 3 (eV/Å):
Au 0.07 0.28 -0.33
Cl 0.25 -0.63 0.17
C -2.05 2.10 -0.11

Properties
- HOMO energy (spin up / spin down): -4.59 / -4.52 eV
- Strongest force on any atom: 5.479 eV/A
- HOMO-LUMO gap (spin up / spin down): 6.42 / 5.18 eV
- Spin multiplicity: 8
- Charge: -1
- Energy relative to the best compared isomer or geometry (same formula, charge and spin): 92.0 kcal per mole
- Expectation value of S²: 15.777
- LUMO energy (spin up / spin down): 1.82 / 0.66 eV
- E_tot: -2133.3620 Eh